Entry from the Open Molecules 2025 dataset: a structure of composition C20H29LaN2 (ωB97M-V/def2-TZVPD).

For the HOMO energy, the calculation gives -13.1 eV. The net charge is +2. Its energy above the lowest of the compared OMol25 structures with the same formula, charge and spin is 0.2 kcal per mole. The spin multiplicity is 1. The gap between HOMO and LUMO comes out at 0.16852 Eh.

Each line ends with the Löwdin charge.
Cartesian coordinates (Å):
C (1.87, -1.65, -1.88)  -0.44
H (1.41, -2.60, -2.24)  0.05
H (2.52, -1.19, -2.64)  0.06
H (-2.33, -1.34, 0.00)  0.12
C (2.54, -1.85, -0.52)  -0.41
H (3.06, -0.92, -0.21)  0.10
H (1.85, -2.17, 0.30)  0.05
C (3.58, -3.01, -0.68)  -0.09
H (4.16, -3.13, 0.25)  0.08
H (3.06, -3.95, -0.86)  0.08
H (4.27, -2.79, -1.50)  0.09
C (-0.21, 2.27, -0.18)  -0.29
C (1.17, 2.12, 0.02)  -0.25
C (1.75, 1.65, -1.19)  -0.27
C (0.71, 1.54, -2.16)  -0.35
C (-0.52, 1.92, -1.53)  -0.35
C (-1.85, 2.03, -2.18)  -0.04
C (0.87, 1.19, -3.60)  -0.04
C (3.20, 1.52, -1.49)  -0.03
C (1.92, 2.60, 1.20)  -0.03
C (-1.17, 2.89, 0.77)  -0.03
La (-0.02, -0.80, -0.85)  1.96
H (-0.07, 0.88, -4.07)  0.08
H (1.26, 2.04, -4.20)  0.11
H (1.58, 0.37, -3.75)  0.07
H (-1.90, 1.45, -3.11)  0.08
H (-2.65, 1.64, -1.52)  0.04
H (-2.12, 3.07, -2.43)  0.11
H (-0.78, 2.88, 1.80)  0.08
H (-1.39, 3.94, 0.52)  0.11
H (-2.13, 2.36, 0.78)  0.06
H (2.93, 2.17, 1.27)  0.08
H (2.06, 3.70, 1.19)  0.11
H (1.40, 2.37, 2.14)  0.08
H (3.44, 0.58, -1.98)  0.07
H (3.56, 2.33, -2.15)  0.11
H (3.80, 1.57, -0.57)  0.08
N (-4.12, -0.88, 1.32)  0.21
C (-3.33, -0.24, 0.44)  0.00
N (-1.99, -0.65, 0.72)  -0.09
C (-2.04, -1.24, 2.05)  -0.17
C (-1.00, -1.93, 2.67)  0.02
C (-1.38, -2.71, 3.78)  0.00
C (-2.72, -2.83, 4.19)  0.00
C (-3.75, -2.21, 3.46)  0.05
C (-3.36, -1.44, 2.37)  -0.16
H (-5.13, -0.81, 1.33)  0.20
H (-3.66, -0.02, -0.56)  0.17
H (0.02, -1.87, 2.28)  0.11
H (-0.61, -3.23, 4.35)  0.13
H (-2.95, -3.39, 5.09)  0.14
H (-4.80, -2.24, 3.76)  0.14

Entry from the Open Molecules 2025 dataset: a structure of composition C14H39BrCaN3O4 (ωB97M-V/def2-TZVPD).

For the HOMO energy, the calculation gives -10.1 eV. The net charge is +1. Its energy above the lowest of the compared OMol25 structures with the same formula, charge and spin is 196.0 kcal per mole. The spin multiplicity is 1. The gap between HOMO and LUMO comes out at 0.20694 Eh.

Each line ends with the Löwdin charge.
Cartesian coordinates (Å):
Ca (0.87, -0.49, -0.10)  1.42
Br (3.77, 2.08, 0.45)  -0.66
C (4.95, -4.18, -2.72)  -0.10
C (4.38, -2.81, -3.08)  -0.27
O (2.98, -2.88, -2.72)  -0.14
H (5.87, -4.10, -2.15)  0.07
H (5.20, -4.86, -3.54)  0.07
H (4.30, -4.70, -2.02)  0.07
H (4.63, -2.68, -4.13)  0.11
H (4.74, -2.07, -2.37)  0.11
H (2.59, -3.56, -3.27)  0.07
C (-2.06, 4.49, 2.19)  -0.08
C (-1.17, 3.32, 2.42)  -0.42
C (-1.21, 2.77, 3.85)  -0.18
O (-0.20, 1.76, 4.11)  -0.21
C (-0.25, 1.03, 5.35)  -0.10
N (-1.50, 2.24, 1.41)  0.04
H (-1.90, 5.41, 2.74)  0.09
H (-3.09, 4.25, 2.47)  0.09
H (-2.04, 4.73, 1.13)  0.08
H (-0.17, 3.72, 2.27)  0.15
H (-2.17, 2.34, 4.16)  0.13
H (-0.98, 3.67, 4.41)  0.13
H (-1.13, 0.39, 5.42)  0.07
H (-0.45, 1.61, 6.25)  0.08
H (0.70, 0.49, 5.36)  0.09
H (-1.59, 2.83, 0.60)  0.04
H (-2.46, 1.99, 1.59)  0.06
C (0.59, 2.05, -5.25)  -0.02
C (-0.47, 2.29, -4.14)  -0.48
C (-1.73, 3.05, -4.46)  -0.22
O (-2.66, 3.12, -3.38)  -0.22
C (-3.67, 4.14, -3.63)  -0.07
N (-0.87, 1.09, -3.53)  0.02
H (1.44, 1.53, -4.80)  0.08
H (0.89, 3.00, -5.68)  0.08
H (0.15, 1.44, -6.04)  0.08
H (-0.06, 2.86, -3.32)  0.14
H (-2.36, 2.44, -5.12)  0.13
H (-1.47, 3.95, -5.01)  0.13
H (-4.32, 4.20, -2.75)  0.08
H (-4.37, 3.78, -4.38)  0.09
H (-3.22, 5.12, -3.78)  0.09
H (-0.85, 0.38, -4.25)  0.07
H (-1.83, 1.32, -3.34)  0.06
C (-1.77, -4.49, 2.83)  -0.04
C (-0.71, -3.45, 2.43)  -0.46
C (0.67, -3.99, 2.55)  -0.23
O (1.57, -2.99, 2.13)  -0.22
C (2.73, -2.98, 2.96)  -0.08
N (-1.08, -3.03, 1.14)  0.01
H (-1.51, -5.21, 3.61)  0.08
H (-2.00, -5.16, 2.00)  0.08
H (-2.75, -4.10, 3.09)  0.09
H (-0.78, -2.50, 2.96)  0.15
H (0.86, -5.00, 2.20)  0.15
H (0.80, -4.20, 3.61)  0.13
H (2.45, -2.42, 3.85)  0.10
H (3.57, -2.41, 2.57)  0.09
H (3.18, -3.94, 3.21)  0.10
H (-2.06, -2.80, 1.04)  0.09
H (-1.00, -3.90, 0.63)  0.08

Entry from the Open Molecules 2025 dataset: a structure of composition N2O26Pb5S5 (ωB97M-V/def2-TZVPD).

For the HOMO energy, the calculation gives -5.2 eV. The net charge is -2. The spin multiplicity is 1. The gap between HOMO and LUMO comes out at 0.32558 Eh.

Each line ends with the Löwdin charge.
Cartesian coordinates (Å):
Pb (6.07, 13.35, 8.20)  1.60
Pb (9.75, 11.48, 9.36)  1.59
Pb (8.45, 7.12, 9.02)  1.59
Pb (7.98, 15.47, 6.13)  1.54
Pb (6.84, 9.32, 5.76)  1.69
N (10.38, 7.21, 11.47)  -0.56
O (10.10, 8.04, 10.46)  -0.29
O (10.10, 6.05, 11.15)  -0.09
O (10.86, 7.66, 12.50)  0.05
N (4.61, 7.91, 4.19)  -0.58
O (5.48, 8.75, 3.78)  -0.21
O (3.71, 7.61, 3.40)  0.01
O (4.66, 7.42, 5.38)  -0.10
S (5.29, 15.05, 5.10)  0.25
O (5.78, 14.89, 6.52)  -0.71
O (6.61, 14.96, 4.32)  -0.51
O (4.49, 13.98, 4.64)  -0.28
O (4.75, 16.44, 5.01)  -0.36
S (9.08, 12.26, 6.04)  0.31
O (9.90, 11.63, 7.06)  -0.47
O (9.80, 13.30, 5.33)  -0.36
O (8.45, 11.22, 5.25)  -0.42
O (7.94, 13.14, 6.69)  -0.67
S (8.65, 14.59, 9.93)  0.27
O (7.69, 15.01, 8.76)  -0.65
O (9.14, 15.78, 10.48)  -0.27
O (7.81, 13.80, 10.83)  -0.38
O (9.60, 13.65, 9.20)  -0.57
S (9.05, 7.25, 6.09)  0.23
O (8.98, 8.39, 5.12)  -0.45
O (9.52, 6.00, 5.56)  -0.30
O (9.91, 7.74, 7.27)  -0.49
O (7.66, 7.09, 6.61)  -0.60
S (6.80, 9.97, 9.14)  0.26
O (6.39, 9.10, 10.26)  -0.35
O (5.74, 10.25, 8.13)  -0.50
O (7.33, 11.32, 9.70)  -0.61
O (8.07, 9.49, 8.44)  -0.64

Entry from the Open Molecules 2025 dataset: a structure of composition C2H3N2OS (ωB97M-V/def2-TZVPD).

For the HOMO energy (spin up / spin down), the calculation gives -15.8 / -15.0 eV. The net charge is +1. Its energy above the lowest of the compared OMol25 structures with the same formula, charge and spin is 145.1 kcal per mole. The spin multiplicity is 1. The gap between HOMO and LUMO (spin up / spin down) comes out at 0.24827 / 0.33287 Eh.

Each line ends with the Löwdin charge.
Cartesian coordinates (Å):
C (-1.43, -0.05, -0.01)  -0.12
C (-1.25, 1.31, 0.02)  -0.29
N (-0.29, -0.57, -0.27)  0.11
N (0.79, 0.11, -0.23)  -0.22
O (2.49, -1.69, 0.08)  -0.13
S (0.38, 1.69, -0.07)  1.24
H (-2.27, -0.67, 0.20)  0.15
H (-1.93, 2.08, 0.25)  0.09
H (3.53, -2.21, 0.03)  0.17

Entry from the Open Molecules 2025 dataset: a structure of composition C34H52BN7Ta (ωB97M-V/def2-TZVPD).

For the HOMO energy (spin up / spin down), the calculation gives -17.3 / -17.3 eV. The net charge is +3. The spin multiplicity is 1. The gap between HOMO and LUMO (spin up / spin down) comes out at 0.23929 / 0.23927 Eh.

Each line ends with the Löwdin charge.
Cartesian coordinates (Å):
Ta (1.16, -0.55, 0.88)  1.92
C (1.99, -1.69, 3.70)  -0.11
C (0.70, -1.57, 4.52)  -0.33
C (0.34, -2.93, 5.14)  -0.04
C (-0.44, -1.06, 3.68)  -0.21
C (-1.70, -0.76, 4.12)  0.09
C (-2.38, -0.29, 3.01)  -0.10
C (-3.80, 0.25, 3.14)  -0.35
C (-4.83, -0.44, 2.27)  -0.05
C (-3.81, 1.76, 2.94)  -0.03
N (-1.54, -0.36, 1.93)  0.05
N (-0.37, -0.79, 2.37)  -0.10
B (-1.71, 0.02, 0.41)  -0.43
N (-1.28, -1.20, -0.55)  0.06
N (-0.04, -1.70, -0.50)  -0.08
C (0.11, -2.68, -1.40)  -0.22
C (-1.07, -2.85, -2.06)  0.07
C (-1.95, -1.93, -1.52)  -0.09
C (-3.38, -1.92, -2.06)  -0.34
C (-3.42, -1.51, -3.54)  -0.04
C (-4.43, -1.17, -1.27)  -0.07
C (1.38, -3.46, -1.61)  -0.33
C (1.88, -3.28, -3.05)  -0.04
C (2.48, -3.05, -0.62)  -0.08
N (-0.85, 1.32, 0.15)  0.03
N (0.42, 1.45, 0.52)  -0.06
C (0.83, 2.71, 0.27)  -0.21
C (-0.21, 3.42, -0.28)  0.09
C (-1.27, 2.52, -0.35)  -0.12
C (-2.64, 2.83, -0.92)  -0.36
C (-2.89, 4.34, -1.09)  -0.05
C (-2.79, 2.13, -2.27)  -0.05
C (2.22, 3.23, 0.55)  -0.35
C (2.16, 4.40, 1.54)  -0.04
C (3.14, 2.13, 1.09)  -0.08
H (2.83, -2.04, 4.35)  0.14
H (2.27, -0.70, 3.28)  0.01
H (1.86, -2.41, 2.87)  0.07
H (0.89, -0.84, 5.34)  0.17
H (0.15, -3.68, 4.34)  0.11
H (-0.56, -2.84, 5.77)  0.10
H (1.18, -3.29, 5.78)  0.11
H (-2.07, -0.83, 5.14)  0.15
H (-4.12, 0.07, 4.20)  0.15
H (-4.69, -0.13, 1.22)  0.05
H (-5.85, -0.10, 2.55)  0.11
H (-4.78, -1.54, 2.38)  0.11
H (-3.49, 2.03, 1.92)  0.06
H (-3.12, 2.25, 3.67)  0.10
H (-4.83, 2.17, 3.12)  0.11
H (-2.82, 0.29, 0.21)  0.10
H (-1.27, -3.58, -2.84)  0.15
H (-3.72, -2.98, -2.00)  0.16
H (-3.09, -0.46, -3.68)  0.08
H (-4.45, -1.62, -3.94)  0.11
H (-2.75, -2.16, -4.15)  0.09
H (-4.28, -0.08, -1.28)  0.07
H (-4.44, -1.60, -0.25)  0.08
H (-5.44, -1.35, -1.70)  0.11
H (1.16, -4.54, -1.45)  0.17
H (2.11, -2.21, -3.25)  0.09
H (1.11, -3.62, -3.78)  0.10
H (2.80, -3.88, -3.22)  0.10
H (2.74, -1.97, -0.75)  -0.01
H (3.39, -3.65, -0.78)  0.12
H (2.13, -3.21, 0.42)  0.08
H (-0.19, 4.45, -0.59)  0.14
H (-3.41, 2.46, -0.22)  0.13
H (-2.18, 4.79, -1.81)  0.10
H (-2.80, 4.85, -0.11)  0.10
H (-3.92, 4.51, -1.47)  0.11
H (-2.05, 2.54, -3.00)  0.11
H (-3.81, 2.28, -2.67)  0.11
H (-2.58, 1.06, -2.16)  0.04
H (2.65, 3.60, -0.41)  0.16
H (1.73, 4.06, 2.51)  0.10
H (1.53, 5.22, 1.14)  0.10
H (3.18, 4.80, 1.72)  0.11
H (2.75, 1.73, 2.05)  0.08
H (4.16, 2.53, 1.26)  0.12
H (3.21, 1.29, 0.36)  0.01
N (2.68, -0.29, -0.62)  -0.01
C (3.50, -0.16, -1.44)  -0.01
C (4.51, 0.02, -2.44)  -0.19
C (5.10, 1.27, -2.64)  0.00
C (6.08, 1.44, -3.61)  -0.02
C (6.48, 0.35, -4.40)  0.00
C (5.89, -0.90, -4.20)  -0.01
C (4.91, -1.07, -3.23)  0.00
H (4.80, 2.12, -2.03)  0.12
H (6.54, 2.41, -3.76)  0.13
H (7.24, 0.48, -5.16)  0.14
H (6.20, -1.75, -4.81)  0.13
H (4.46, -2.05, -3.09)  0.11
H (2.48, -0.87, 2.16)  0.03

Entry from the Open Molecules 2025 dataset: a structure of composition C16H16Cl3GeN11O2Pd (ωB97M-V/def2-TZVPD).

For the HOMO energy (spin up / spin down), the calculation gives -5.1 / -5.1 eV. The net charge is -1. Its energy above the lowest of the compared OMol25 structures with the same formula, charge and spin is 23.0 kcal per mole. The spin multiplicity is 4. Its expectation value of S² is 3.791. The gap between HOMO and LUMO (spin up / spin down) comes out at 0.28156 / 0.18761 Eh.

Each line ends with the Löwdin spin population.
Cartesian coordinates (Å):
Pd (0.47, -0.70, -0.08)  1.43
N (-0.92, -2.96, 2.49)  0.00
C (0.06, -2.09, 2.87)  0.01
N (0.56, -1.99, 4.10)  0.00
N (1.47, -1.02, 4.02)  0.01
N (1.54, -0.56, 2.82)  0.01
N (0.67, -1.20, 2.06)  0.13
C (-1.44, -3.01, 1.24)  0.01
N (-2.37, -3.87, 0.83)  0.01
N (-2.58, -3.57, -0.44)  0.01
N (-1.86, -2.58, -0.81)  0.01
N (-1.12, -2.18, 0.23)  0.14
H (-1.25, -3.62, 3.18)  0.00
Cl (2.56, -3.08, -3.51)  0.01
Ge (0.69, -2.15, -2.57)  0.01
Cl (1.86, 0.05, -1.99)  0.07
Cl (-0.06, -1.30, -4.51)  0.01
N (5.05, -0.73, -1.13)  0.00
C (4.46, -2.03, -0.87)  0.00
C (3.16, -1.80, -0.12)  0.01
O (2.21, -2.55, -0.13)  0.05
O (3.13, -0.66, 0.55)  0.01
H (5.99, -0.84, -1.51)  0.00
H (3.93, -0.14, 0.33)  0.00
H (4.49, -0.25, -1.84)  0.00
H (5.13, -2.60, -0.23)  0.00
H (4.23, -2.63, -1.77)  0.00
C (-3.94, 1.23, 2.65)  0.09
C (-2.65, 0.92, 3.04)  -0.01
C (-1.63, 0.87, 2.12)  0.08
C (-1.88, 1.15, 0.76)  0.04
C (-3.19, 1.51, 0.38)  0.09
C (-4.20, 1.53, 1.32)  -0.01
N (-0.90, 1.03, -0.17)  0.54
C (-0.76, 2.03, -1.10)  0.04
C (-0.69, 3.36, -0.65)  0.07
C (-0.43, 4.39, -1.53)  -0.01
C (-0.26, 4.12, -2.89)  0.07
C (-0.38, 2.82, -3.35)  -0.01
C (-0.62, 1.78, -2.47)  0.07
H (-4.75, 1.25, 3.37)  0.01
H (-2.43, 0.71, 4.08)  0.00
H (-0.62, 0.65, 2.41)  0.00
H (-3.39, 1.71, -0.66)  0.00
H (-5.21, 1.76, 1.00)  0.00
H (-0.77, 3.54, 0.41)  0.00
H (-0.34, 5.40, -1.16)  0.00
H (-0.05, 4.93, -3.57)  0.00
H (-0.26, 2.59, -4.40)  0.00
H (-0.73, 0.77, -2.84)  0.00

Calculated max |F|, 4.8, 3.6, 5.2, 7.0, 4.3, 2.1 eV/A (same order as the records).
Calculated electronic energy, -919.8774, -4273.2974, -5021.2531, -660.4279, -1790.9697, -4957.6118 a.u. (same order as the records).